C2H2Cl2O2 in the gas phase. Source: the OMol25 dataset; level of theory: the ωB97M-V functional and the def2-TZVPD basis.

Computed properties:
- M (g/mol) = 128.94
- Kohn-Sham gap (alpha / beta) (eV) = 9.8596 / 7.6544
- HOMO energy (alpha / beta) (eV) = -10.75 / -8.60
- relative energy (zero: lowest compared OMol25 entry of this formula, charge and spin) (eV) = 7.2338

Geometry (Å):
C1 0.5503 0.4310 1.2704
C2 1.9208 0.3261 0.6064
O1 -0.5989 -0.4176 1.0842
O2 -1.7153 -0.0967 1.7047
Cl1 2.7876 1.4414 -0.2330
Cl2 2.4780 -1.3136 0.6425
H1 0.5871 0.4505 2.3472
H2 0.1949 1.4425 1.1824